1.
Here is a structure of composition C32H40CdClN2O2SeSi from the OMol25 dataset. Energies are from wB97M-V/def2-TZVPD.

Calculated values
- frontier orbital gap (eV) = 5.30
- charge = -1
- HOMO level (hartree) = -0.12454
- E (Ha) = -4822.4075

The geometry in XYZ format:
```
80
Properties=species:S:1:pos:R:3:forces:R:3
Cd -0.72599 -0.59138 -0.21791 -0.7801 0.1580 0.0689
C -0.80181 0.57795 2.53448 0.2909 0.2706 -0.0280
C -0.32079 1.84720 2.18806 -0.0276 -0.2858 0.2869
C -1.18463 2.40856 1.22188 -0.2304 0.0771 -0.2090
C -2.19784 1.47911 0.94674 0.1726 0.0325 0.0549
C -1.95541 0.30670 1.73734 -0.1757 -0.0432 0.0278
C -3.04065 -0.68462 2.08761 0.1117 0.2475 0.0581
C -3.40792 1.67505 0.07855 0.1403 -0.0600 0.1418
C -1.05980 3.78467 0.62783 0.0062 -0.1113 0.1420
C 0.91150 2.47169 2.77817 -0.1417 -0.0976 -0.1089
C -0.24282 -0.25510 3.65214 -0.0573 0.1042 -0.1439
H -3.68515 -0.27433 2.87736 -0.0283 -0.0670 0.0080
H -2.63718 -1.63128 2.45443 -0.0325 -0.0495 -0.0370
H -3.67094 -0.90607 1.22726 -0.0133 -0.0949 0.0000
H -3.57449 0.81060 -0.56937 -0.0667 0.0468 -0.0420
H -3.29666 2.55380 -0.55867 -0.0228 -0.0247 -0.0412
H -4.30802 1.81500 0.69012 -0.0384 0.0196 -0.0671
H -1.48414 4.54746 1.29097 0.0080 0.0544 -0.0462
H -1.57712 3.85354 -0.33094 0.0127 0.0516 0.0171
H -0.01490 4.05135 0.44572 -0.0660 0.0771 0.0201
H 0.76032 2.74657 3.82918 0.0819 0.0353 -0.0030
H 1.19575 3.37753 2.23796 0.0335 0.0181 0.0233
H 1.76134 1.77899 2.74622 0.0550 0.0446 0.0262
H -0.28326 0.29530 4.59923 0.0196 -0.0624 0.0346
H 0.80880 -0.52468 3.48706 -0.0095 -0.0287 0.0648
H -0.80875 -1.17917 3.78388 0.0194 -0.0136 0.0355
Cl 1.56599 5.97648 -3.27362 0.0106 0.0680 -0.0089
C 0.80930 4.47494 -2.78880 0.1176 0.0578 0.0397
C -0.45087 4.14066 -3.30898 -0.0154 -0.1730 0.0904
C -1.03627 2.95928 -2.95226 -0.0567 0.1192 -0.1431
C -0.41105 2.01796 -2.06809 0.1323 -0.0444 0.1158
O -1.00698 0.94145 -1.78593 0.0600 0.1355 -0.5722
C 0.87940 2.39900 -1.54831 -0.2264 -0.0065 -0.1717
C 1.64690 1.58447 -0.66645 0.1190 -0.1481 0.1222
N 1.40732 0.35919 -0.33631 -0.1039 0.0508 -0.1351
C 2.36819 -0.38139 0.33126 0.5917 0.0542 0.0799
C 3.73035 -0.14959 0.22029 -0.4439 0.0665 -0.0646
C 4.66728 -0.90892 0.93325 0.1133 -0.2293 0.2005
C 4.26856 -1.92148 1.76294 0.1403 0.1186 -0.0466
C 2.89846 -2.24238 1.85802 -0.2673 0.1270 -0.1153
C 2.41029 -3.28415 2.67733 -0.1951 -0.0496 -0.0218
C 1.07767 -3.58572 2.66862 0.2630 -0.1010 0.1579
C 0.22621 -2.86138 1.82136 -0.0931 0.1626 -0.2803
N 0.64074 -1.86401 1.08289 0.3408 -0.4099 0.3138
C 1.94551 -1.51049 1.10476 0.3157 -0.0288 0.1425
C 1.44652 3.63458 -1.92315 -0.0113 -0.0041 -0.0071
H -0.95288 4.82317 -3.98265 0.0161 0.0171 -0.0062
H -2.01567 2.69562 -3.33226 0.0134 -0.0490 0.0226
H 2.54250 2.06698 -0.25625 0.0296 0.0031 -0.0715
H 4.07988 0.62291 -0.45167 0.0079 0.0139 0.0183
H 5.72090 -0.68475 0.81927 -0.0042 0.0032 0.0154
H 4.98403 -2.49970 2.33506 0.0215 0.0187 -0.0141
H 3.10416 -3.83195 3.30430 0.0064 -0.0233 -0.0217
H 0.67272 -4.37566 3.28621 0.0021 -0.0145 -0.0183
H -0.82422 -3.11612 1.72527 -0.0234 0.0282 0.0220
H 2.41899 3.90835 -1.52901 -0.0122 0.0100 0.0270
C -3.15519 -5.52607 -1.81338 0.1547 0.1252 0.0052
Si -1.66354 -4.35345 -1.76694 -0.0108 -0.0536 -0.0073
C -0.86543 -4.41671 -3.48973 -0.1265 0.0214 0.1237
C -0.36276 -5.13079 -0.62547 -0.1466 0.1405 -0.0665
Se -2.45328 -2.33442 -1.17626 -0.0737 -0.3801 -0.0859
H -2.86240 -6.54612 -2.07992 0.0258 0.0066 -0.0056
H -3.88631 -5.17516 -2.54484 0.0086 0.0088 -0.0060
H -3.65136 -5.54888 -0.84113 0.0201 0.0045 0.0058
H -0.84083 -5.44474 -3.86480 -0.0106 0.0006 0.0266
H 0.16241 -4.05903 -3.42678 0.0305 -0.0056 -0.0264
H -1.40501 -3.79762 -4.20920 -0.0123 -0.0255 0.0275
H -0.05514 -6.10587 -1.01576 -0.0222 -0.0014 -0.0276
H -0.73824 -5.27702 0.38987 -0.0149 0.0159 -0.0171
H 0.52123 -4.49123 -0.57799 0.0173 0.0228 0.0153
C 2.52298 -2.05954 -4.01773 0.0897 -0.0084 0.1429
C 1.26458 -1.73355 -3.23964 0.1798 -0.1578 -0.1691
C 0.15106 -1.13778 -4.05259 -0.1853 0.1430 0.2040
O 1.18367 -1.98249 -2.05850 -0.0028 0.0544 -0.0668
H 2.81551 -1.21468 -4.64294 -0.0067 -0.0211 -0.0460
H 2.31228 -2.90841 -4.67328 -0.0108 0.0351 -0.0493
H 3.33508 -2.32844 -3.34406 -0.0457 0.0311 0.0252
H 0.03422 -1.68485 -4.99007 0.0447 0.0059 -0.0014
H 0.40106 -0.10067 -4.29469 0.0462 -0.0096 -0.0052
H -0.77787 -1.13890 -3.48820 -0.0583 -0.0242 0.0514
```
Forces are in eV/Å.

=====

2.
Here is a cluster of 7 separate species, C50H95N4O24P2 in total from the OMol25 dataset. Energies are from wB97M-V/def2-TZVPD.

Calculated values
- frontier orbital gap (eV) = 8.54
- charge = +1
- HOMO level (hartree) = -0.39933
- E (Ha) = -4669.4483

The geometry in XYZ format:
```
175
Properties=species:S:1:pos:R:3:forces:R:3
C 3.72822 -3.14597 0.99375 -0.0870 0.2204 0.0467
C 2.81793 -4.27750 0.52415 -1.1134 1.4453 0.1197
O 1.45671 -3.86020 0.44078 -0.4625 0.2459 0.2704
C 0.89783 -3.84923 -0.85499 0.1464 0.0747 0.1375
C 1.23627 -2.56617 -1.59348 0.2156 0.1340 0.3005
O 0.13498 -1.66071 -1.41686 -0.0210 -0.1726 -0.1574
C 0.23088 -0.34692 -1.91866 0.2333 0.6898 -0.0203
C 0.15538 -0.21132 -3.44153 -0.3169 -0.0759 -0.1302
C -1.21111 -0.30787 -4.14982 0.1913 0.0302 -0.1447
C -1.48071 -1.60922 -4.91245 -0.2634 -0.1642 -0.1370
C -1.09766 -2.82514 -4.12394 -0.1383 -0.0432 0.0636
O -0.04865 -3.41058 -4.21100 -0.0351 -0.0171 0.0287
O -2.06913 -3.18492 -3.26053 0.1256 0.0486 0.0110
C 1.49006 0.41563 -1.42769 0.5283 0.0467 0.3643
C 2.87628 0.01634 -1.95926 -0.1551 -0.0737 -0.1389
C 3.50958 0.98149 -2.98070 0.1553 -0.3860 0.1236
C 4.08756 0.22898 -4.18228 0.3767 0.2027 -0.1775
C 3.18813 0.09483 -5.41441 -0.1763 -0.2457 -0.0458
N 2.78088 -1.30552 -5.61535 0.0968 0.1914 0.2106
C 1.36117 0.40198 0.09162 -0.7038 0.2130 -0.4214
P 2.35957 1.66432 1.04094 1.4560 -0.4625 0.1881
C 2.45537 3.13394 -0.01494 -0.5158 0.3129 0.0770
O 1.32312 2.19639 2.20425 -0.8111 -0.2503 -0.2710
N -0.15452 0.48645 0.26125 0.1370 -0.3995 0.7575
C -0.85239 0.39265 -1.08091 -0.3515 -0.8302 0.2152
C -2.15439 -0.40085 -0.84060 -0.2188 0.2003 -0.0227
C -3.30005 0.37468 -0.14108 0.0431 -0.1669 0.2269
C -4.45156 0.68421 -1.06784 0.1550 -0.1311 0.1868
O -4.90338 1.78470 -1.21754 0.1597 0.0534 -0.2087
N -4.93814 -0.49887 -1.72224 -0.5069 0.3279 -0.3663
C -5.31476 -0.37792 -3.09745 -0.0535 0.0446 -0.0128
C -4.72306 0.54679 -3.95255 -0.0413 -0.1728 -0.0402
C -5.10024 0.60616 -5.28946 -0.0099 -0.0938 0.1946
C -6.06709 -0.25812 -5.78446 0.1127 0.0715 0.1020
C -6.64240 -1.19481 -4.93309 0.1126 0.1063 -0.0407
C -6.27096 -1.25644 -3.59866 0.0252 0.0495 -0.1774
P -1.23406 2.14100 -1.53619 0.1921 1.0674 0.8034
N -1.16083 3.01595 -0.23328 0.2456 -0.4008 -0.2157
H 4.22847 -2.65511 0.15699 -0.2981 0.2301 0.0996
H 3.15708 -2.39051 1.53036 -0.0651 -0.0545 0.2141
H 4.51026 -3.51648 1.65305 0.0580 0.0567 0.1167
H 3.15600 -4.64594 -0.44795 -1.6551 2.0140 1.4807
H 2.86518 -5.11046 1.22544 -0.4551 0.1607 0.0798
H 1.22842 -4.70930 -1.44061 -0.0042 -0.0989 -0.0248
H -0.18136 -3.90636 -0.70819 -0.0823 -0.0739 -0.1393
H 2.11415 -2.15789 -1.09561 0.0783 -0.0878 -0.0485
H 1.46735 -2.72524 -2.64521 -0.1425 -0.0256 -0.0462
H 0.83449 -0.94974 -3.87284 0.0553 0.0344 0.0585
H 0.58162 0.75834 -3.69805 0.1215 0.0217 0.0318
H -1.25372 0.49620 -4.88521 -0.1099 0.0407 -0.0235
H -2.04596 -0.13696 -3.48025 -0.0379 0.0789 0.1495
H -2.54617 -1.67179 -5.13688 -0.0345 0.0647 -0.0237
H -0.94801 -1.64002 -5.86024 0.1967 0.0316 0.0572
H -1.73354 -3.93143 -2.74145 -0.0241 -0.0548 -0.0289
H 1.36192 1.46460 -1.69933 -0.2015 -0.0171 -0.2874
H 3.54806 -0.10052 -1.10677 0.0858 -0.0611 0.0200
H 2.83352 -0.96460 -2.42253 -0.0202 0.0272 0.0002
H 2.78908 1.72738 -3.31923 0.0145 0.1429 0.0171
H 4.34009 1.49338 -2.49580 -0.1374 0.2789 0.0424
H 4.38211 -0.76981 -3.84944 0.0896 -0.0305 -0.0484
H 5.01669 0.71437 -4.47843 0.0183 0.0561 -0.0530
H 3.73453 0.42833 -6.29562 -0.0083 -0.0246 -0.0886
H 2.31902 0.75757 -5.32993 -0.0024 0.1068 0.1066
H 2.73313 -1.77185 -4.71694 -0.1141 -0.1869 -0.0813
H 1.87288 -1.37887 -6.05301 0.0028 -0.0817 -0.1047
H 1.66443 -0.56989 0.47831 -0.1262 -0.0946 0.0984
H 1.73558 3.20464 -0.82782 0.0090 0.0024 -0.0603
H 3.46751 3.22022 -0.39869 0.0405 -0.0315 -0.1129
H 2.27035 3.98338 0.64491 0.0951 0.0543 0.0430
H 1.18249 1.49773 2.85563 0.1547 0.2035 0.3294
H -0.41878 -0.32447 0.81961 -0.1971 -0.0740 -0.1506
H -0.47226 1.32788 0.77981 0.1990 0.4558 -0.3717
H -1.90760 -1.28842 -0.26400 0.1103 -0.0538 -0.0052
H -2.53994 -0.79113 -1.77660 0.0774 -0.0881 -0.0873
H -3.71525 -0.28148 0.62783 -0.0393 0.0217 0.0620
H -2.99637 1.29694 0.35487 0.0728 0.0651 0.0120
H -5.76768 -0.79755 -1.21000 0.2607 -0.3468 0.2035
H -3.97721 1.23463 -3.58046 -0.0319 0.1046 0.0238
H -4.64099 1.35012 -5.92636 -0.0148 0.0046 -0.0889
H -6.36742 -0.18954 -6.81896 -0.0439 -0.0601 -0.0578
H -7.38521 -1.88161 -5.31285 -0.0523 -0.0239 0.0123
H -6.72266 -1.99655 -2.95090 -0.0111 -0.0062 0.0887
H -2.51917 2.09232 -2.08101 0.0855 -0.2323 -0.4048
H -0.33343 2.50205 -2.54577 -0.2253 -0.1601 -0.4112
H -0.50807 3.78679 -0.27856 -0.1502 0.1619 0.1724
C -1.72039 7.39452 -8.60312 0.0800 -0.1182 0.1129
C -3.11097 6.82203 -8.44917 -0.0635 0.2059 -0.1781
O -3.10105 5.56625 -7.73859 0.0159 -0.0455 0.0177
C -2.97728 5.65849 -6.42336 -0.0005 -0.0312 -0.0428
O -2.89642 6.66309 -5.76931 0.0179 0.0581 0.0362
O -2.95726 4.41425 -5.91986 -0.0113 -0.0824 0.0103
C -2.79775 4.36596 -4.50563 0.0081 -0.1333 0.0785
H -1.06061 6.66801 -9.07847 -0.0170 0.0238 -0.0585
H -1.75652 8.28985 -9.22275 -0.0124 0.0033 -0.0175
H -1.29876 7.66315 -7.63575 -0.0345 0.0351 0.0066
H -3.54151 6.57853 -9.41747 -0.0030 -0.0741 0.0120
H -3.77913 7.51546 -7.94078 0.0317 -0.0183 0.0799
H -3.54504 4.97001 -3.99658 0.0138 0.0605 -0.0168
H -1.79845 4.70209 -4.22493 -0.0303 0.0764 0.0297
H -2.92956 3.31968 -4.23333 -0.0068 -0.0043 -0.0460
C 8.96953 0.06516 4.07958 -0.1128 0.1257 -0.0252
C 8.11348 -0.69819 5.06446 0.2088 -0.1647 -0.0087
O 6.97917 0.07580 5.50186 -0.0185 0.0452 0.0165
C 5.96275 0.14073 4.65440 -0.0047 -0.0204 0.0702
O 5.87681 -0.40324 3.58387 0.0035 -0.0190 -0.0692
O 5.01860 0.91460 5.20336 0.0308 0.0009 -0.1119
C 3.87915 1.12122 4.37561 -0.2574 0.0929 0.0948
H 9.27238 1.02306 4.50274 0.0508 -0.0270 0.0250
H 9.86435 -0.51042 3.84456 0.0124 -0.0099 0.0136
H 8.42747 0.25348 3.15400 -0.0041 -0.0447 -0.0101
H 8.66428 -0.90708 5.97838 -0.0426 0.0420 0.0443
H 7.76436 -1.64326 4.65049 -0.0632 0.0371 -0.0480
H 3.47181 0.17000 4.03289 0.0552 -0.0089 -0.0622
H 4.12445 1.74931 3.52124 0.0854 -0.0780 -0.0499
H 3.15018 1.63080 5.00128 0.0255 0.0233 0.0195
C 4.87568 1.07741 8.46757 0.0111 0.0115 0.2088
C 3.62500 1.82461 8.05470 0.2561 -0.1819 -0.0892
O 2.69681 1.92556 9.14961 -0.0902 0.0173 -0.0864
C 3.00012 2.84247 10.06876 -0.0857 0.0147 -0.0182
O 3.93783 3.59459 10.03743 0.0528 0.0433 0.0032
O 2.07328 2.79119 11.02340 -0.0038 -0.0289 0.0258
C 2.28860 3.70019 12.10919 -0.0598 0.0269 0.0612
H 4.61001 0.10843 8.89365 -0.0185 -0.0231 -0.0646
H 5.52593 0.91846 7.61184 -0.0062 0.0046 -0.0408
H 5.42730 1.63619 9.22200 -0.0138 0.0481 -0.0218
H 3.08573 1.27198 7.28754 -0.0942 -0.0294 0.0723
H 3.85543 2.81687 7.66697 0.0009 0.0487 0.1174
H 2.41479 4.71567 11.74202 0.0317 0.0040 -0.0178
H 3.16639 3.40477 12.68074 0.0336 0.0224 -0.0254
H 1.40032 3.63238 12.72895 -0.0087 -0.0288 -0.0084
C 4.49921 -5.81130 -0.47955 1.5730 -1.7420 -0.8598
C 5.62229 -4.83173 -0.74067 0.0517 0.0460 0.0446
O 6.05740 -4.88367 -2.10730 -0.0301 -0.0420 -0.1402
C 5.29973 -4.23735 -2.98595 0.4478 -0.0971 -0.0606
O 4.32961 -3.56208 -2.72486 -0.3293 0.1089 0.1512
O 5.80571 -4.43275 -4.19561 -0.0889 -0.0416 0.1510
C 5.05992 -3.81445 -5.24888 -0.0813 0.1408 -0.1657
H 4.79762 -6.81630 -0.77680 0.2980 -0.0843 0.0394
H 4.25133 -5.82226 0.58225 0.4157 -0.3700 -0.4479
H 3.60693 -5.54196 -1.04462 1.2379 -1.6506 -0.7847
H 6.50458 -5.09521 -0.16184 0.0200 -0.0393 -0.0279
H 5.34034 -3.80940 -0.48765 0.2524 -0.3559 -0.2874
H 4.91106 -2.75965 -5.03803 -0.0174 -0.0144 -0.0715
H 4.09312 -4.30210 -5.35974 -0.0368 0.0371 0.0125
H 5.63921 -3.93322 -6.15831 0.0840 -0.0744 0.0626
C -1.28052 -2.21966 8.87318 -0.0553 -0.0160 -0.1358
C -0.13238 -1.30329 8.51397 -0.0325 -0.0442 0.2875
O -0.06499 -1.08284 7.08570 0.0351 0.0969 -0.0300
C -0.97252 -0.24511 6.60528 -0.0227 -0.1169 -0.0409
O -1.79991 0.36760 7.22145 -0.0277 0.0438 0.0490
O -0.82860 -0.19482 5.26726 0.0766 0.0479 -0.1214
C -1.82606 0.58493 4.60669 0.0321 0.0453 -0.1170
H -1.20888 -3.15549 8.31781 0.0443 -0.0298 0.0553
H -1.25501 -2.44300 9.93917 0.0169 -0.0069 0.0119
H -2.23811 -1.75612 8.64237 0.0093 0.0390 0.0441
H 0.82258 -1.75386 8.77271 0.0429 -0.0010 -0.1360
H -0.20499 -0.34501 9.02574 -0.0429 0.0536 -0.0858
H -1.89053 1.59051 5.01560 -0.0081 -0.0254 0.0894
H -2.79783 0.09783 4.66876 -0.0224 0.0350 0.0621
H -1.51425 0.64112 3.56409 0.0031 -0.0340 -0.0009
C -11.91010 -2.47401 0.36163 0.1326 0.0120 -0.1125
C -11.36759 -1.48068 1.36402 -0.2169 -0.0544 0.1284
O -9.99979 -1.12271 1.08167 0.0313 -0.0243 -0.0011
C -9.83469 -0.24620 0.09834 0.0743 -0.0077 -0.0055
O -10.69682 0.28463 -0.54779 -0.0651 0.0198 -0.0304
O -8.51990 -0.04265 -0.05939 0.0737 -0.0222 0.0055
C -8.18467 0.85423 -1.12335 0.0544 0.0229 -0.1122
H -11.26629 -3.35277 0.31053 -0.0345 -0.0278 0.0468
H -12.90917 -2.79108 0.65898 -0.0071 -0.0046 0.0195
H -11.97124 -2.03252 -0.63181 -0.0322 0.0331 0.0153
H -11.33179 -1.91363 2.36104 0.0711 0.0006 0.0063
H -11.97355 -0.57677 1.40372 0.0307 0.0319 -0.0731
H -8.70549 1.80357 -1.02845 -0.0804 -0.0297 0.0402
H -8.41874 0.40440 -2.08828 -0.0687 0.0318 0.0071
H -7.11605 1.02113 -1.04586 -0.0387 0.0694 0.0096
```
Forces are in eV/Å.

=====

Which of these has the lowest HOMO level? C50H95N4O24P2

=====

Which formula does entry 2 have? C50H95N4O24P2

=====

Which of these has the lowest HOMO level? C50H95N4O24P2